1.
C23H23AsPPt as an isolated structure at a distorted geometry, computed with ωB97M-V/def2-TZVPD.

HOMO level (spin up / spin down)	-1.06 / -2.22	eV
strongest force on any atom	2.2	eV/A
expectation value of S²	2.024
net charge	-1
M	600.4	g/mol
2S+1	3
frontier orbital gap (spin up / spin down)	3.672 / 3.539	eV

Each line ends with the natural charge from an NBO analysis.
Atoms and positions in Å:
C -2.05557 0.49093 -1.64988  -0.3128
C -2.20345 1.88762 -1.89141  -0.3399
C -2.14151 2.54212 -0.61275  -0.2825
C -2.35450 1.57004 0.40339  -0.3740
C -2.17166 0.27726 -0.20283  -0.2860
Pt 1.84254 -0.60771 -0.42635  -0.3364
P 3.58085 -1.75776 -1.19771  0.0523
H -1.89400 -0.31225 -2.36776  0.1942
H -2.17529 2.37807 -2.85408  0.1866
H -2.19059 3.60983 -0.44850  0.1818
H -2.06444 -0.66002 0.31479  0.1881
H -2.51884 1.76923 1.46963  0.1874
H 4.77690 -0.98810 -1.12242  0.0029
H 3.54012 -2.33074 -2.52200  0.0016
H 3.91101 -2.92301 -0.41896  -0.0458
C 6.45284 0.26670 2.97807  -0.2321
C 5.73714 -0.93520 3.00494  -0.2176
C 4.37693 -0.93852 2.65854  -0.2572
C 3.76009 0.26387 2.29716  -0.2119
C 4.46716 1.46626 2.26683  -0.2696
C 5.82785 1.46921 2.60903  -0.2112
As 1.85457 0.23921 1.71194  0.8674
C 0.99095 -0.15164 3.49095  -0.2004
C -0.00263 -1.12380 3.52690  -0.2439
C -0.67055 -1.38671 4.73932  -0.2103
C -0.29818 -0.71212 5.90549  -0.2225
C 0.72980 0.23727 5.86222  -0.2168
C 1.36590 0.54152 4.64220  -0.2586
C 1.28523 2.09489 1.33840  -0.2315
C 0.49634 2.80874 2.25069  -0.2396
C 0.27697 4.17100 2.01554  -0.2201
C 0.74799 4.77194 0.84979  -0.2225
C 1.36917 4.00117 -0.12738  -0.1968
C 1.63454 2.64540 0.11845  -0.2541
H 7.51265 0.27135 3.26063  0.2047
H 6.21463 -1.86141 3.31124  0.2082
H 3.78050 -1.85673 2.66055  0.2222
H 3.93525 2.38638 1.99432  0.2282
H 6.38416 2.39792 2.59741  0.2073
H -0.24782 -1.66344 2.60133  0.2367
H -1.48305 -2.11983 4.76812  0.2117
H -0.80329 -0.91968 6.83204  0.2065
H 1.04424 0.74535 6.78133  0.2071
H 2.13692 1.31675 4.59842  0.2230
H 0.06910 2.29485 3.11561  0.2190
H -0.27309 4.76117 2.75763  0.2042
H 0.61763 5.83927 0.69788  0.2024
H 1.66542 4.44612 -1.08636  0.2092
H 2.09018 1.98659 -0.63968  0.2415


2.
A 2-piece molecular cluster, C4H6N2 overall, computed with ωB97M-V/def2-TZVPD.

HOMO level	-10.30	eV
strongest force on any atom	0.4	eV/A
energy relative to the best compared isomer or geometry (same formula, charge and spin)	2.4080	eV
SMILES string	[H]/N=C1\C=CC=N1.[H][H]
M	82.1	g/mol
2S+1	1
frontier orbital gap	9.528	eV

Each line ends with the natural charge from an NBO analysis.
Atoms and positions in Å:
N -0.56392 -1.34580 -1.05352  -0.5101
C -0.06641 -0.57298 -0.18207  0.3408
C 0.49969 -0.87511 1.16810  -0.2492
C 0.89815 0.29834 1.67136  -0.2476
C 0.57221 1.31235 0.63104  0.0982
N 0.02186 0.83124 -0.42206  -0.4173
H -1.52661 0.69045 -2.76848  0.0260
H -0.54776 -2.30112 -0.69334  0.3357
H 0.55125 -1.86480 1.60903  0.2278
H 1.34493 0.50810 2.63699  0.2279
H 0.76999 2.37641 0.71993  0.1986
H -1.95338 0.94293 -3.31697  -0.0308


3.
A 9-piece molecular cluster, H18O9 overall at a distorted geometry, computed with ωB97M-V/def2-TZVPD.

HOMO level	-10.01	eV
strongest force on any atom	4.2	eV/A
energy relative to the best compared isomer or geometry (same formula, charge and spin)	5.5699	eV
SMILES string	O.O.O.O.O.O.O.O.O
M	162.1	g/mol
2S+1	1
frontier orbital gap	9.996	eV

Each line ends with the natural charge from an NBO analysis.
Atoms and positions in Å:
H 0.87386 -0.47956 0.44859  0.4635
H 1.16776 0.03131 -0.87563  0.4641
H 0.78540 1.96745 0.55222  0.4701
H 1.68152 1.26388 1.35680  0.4625
H 3.21225 2.96770 -1.60572  0.4703
H 3.46269 2.17621 -0.49399  0.4516
H -3.12638 -1.86676 1.61204  0.4610
H -2.60048 -2.98840 2.48524  0.4722
H 0.45381 0.98247 -3.91030  0.4822
H 0.10175 2.37391 -4.59489  0.4718
H -0.89144 -1.80660 0.74858  0.4474
H -2.02365 -2.07707 -0.14009  0.4528
H -2.80093 -1.92159 -4.52199  0.4742
H -1.71873 -1.64130 -3.35452  0.4858
H 0.28837 -2.15596 2.53311  0.4611
H 0.36130 -0.88316 3.32278  0.4757
H 0.24692 2.68066 2.80398  0.4999
H -0.35027 2.00023 4.20603  0.4668
O 0.45965 -0.00342 -0.31509  -0.9279
O 0.79710 1.62979 1.38942  -0.9240
O 3.14505 2.03478 -1.33301  -0.9213
O -2.57435 -2.73646 1.57379  -0.9348
O 0.80285 1.83191 -4.26404  -0.9541
O -1.13451 -2.42761 -0.04087  -0.9002
O -1.96703 -1.48911 -4.32476  -0.9598
O 0.89748 -1.68748 3.10936  -0.9345
O 0.44999 2.22417 3.63297  -0.9764


| no. | electronic energy (eV) |
| --- | --- |
| 1 | -97593.4695 |
| 2 | -7223.1830 |
| 3 | -18716.5656 |